A cluster of 4 separate species, C12H36N3O4 in total, computed with ωB97M-V/def2-TZVPD.

```
55
Properties=species:S:1:pos:R:3:forces:R:3:mulliken_charge:R:1
O 0.1779 -0.6172 -0.9328 -1.22 2.73 -1.54 -0.107
H -0.3071 0.3208 -1.0498 0.86 -1.81 -0.16 0.211
H -0.3701 -1.4132 -1.3928 0.58 -0.27 1.54 0.534
H 0.6739 -0.5232 -0.0458 -0.04 -1.20 0.64 0.496
C 1.3769 -3.7532 -0.4558 -3.17 2.32 0.91 -1.253
C -0.2391 -3.9162 -0.6008 1.38 -0.15 -2.46 -0.024
C -1.0781 -3.5492 0.6942 1.30 0.12 -3.08 -1.026
O -1.1991 -2.1822 0.8672 -0.30 1.13 -0.52 0.084
C -2.1601 -1.6862 1.7852 3.67 1.37 1.68 -1.235
N -0.7121 -3.0032 -1.6818 -1.27 -1.03 -3.23 -0.762
H 1.5859 -4.3042 0.4122 0.95 -0.67 1.14 0.407
H 1.7449 -2.6892 -0.3788 -0.91 -0.83 0.51 0.119
H 1.9249 -4.0592 -1.2738 0.74 -1.44 -1.88 0.481
H -0.4431 -5.0002 -1.1028 0.44 2.06 2.24 0.352
H -0.5161 -4.0872 1.3492 1.48 -0.92 3.19 0.475
H -1.9901 -4.0232 0.6412 -2.42 -0.99 -0.29 0.586
H -2.2341 -0.5822 1.8472 0.90 -0.50 -0.59 0.283
H -1.8761 -2.0342 2.7592 0.63 0.11 0.99 0.381
H -3.1211 -1.9452 1.8252 -4.14 -1.96 -1.56 0.531
H -1.6721 -3.4452 -1.9088 1.55 1.63 0.31 0.310
H -0.2141 -3.1682 -2.6508 -0.79 0.13 2.61 0.289
C 0.2219 1.9428 1.6122 -1.14 -0.62 0.22 -1.443
C 1.5889 1.2008 1.3932 -2.38 0.94 -1.07 0.580
C 2.5619 1.5358 2.3942 3.45 5.38 -5.05 -1.408
O 2.8149 2.9898 2.4642 1.10 -1.04 0.32 -0.366
C 3.7219 3.2968 3.5482 0.92 -4.25 -0.33 -1.048
N 1.4729 -0.2222 1.3782 1.93 -2.86 -0.05 -0.679
H -0.6151 1.6118 0.9132 0.95 -0.15 1.33 0.165
H 0.2069 2.9778 1.4472 1.15 1.74 -1.40 0.487
H -0.1131 2.2108 2.6862 0.49 -2.08 -1.01 0.343
H 2.0389 1.1718 0.4042 -0.15 2.35 -0.52 0.153
H 3.4459 1.0548 2.0692 1.54 -0.48 0.00 0.525
H 2.3489 1.2678 3.2712 -2.11 -2.52 7.17 0.824
H 4.8199 2.9388 3.6492 -1.57 0.40 -1.52 0.303
H 3.3419 2.9078 4.4522 -0.93 -1.41 1.18 0.394
H 3.6659 4.2358 3.8512 -0.02 4.86 -0.06 0.481
H 1.0659 -0.5762 2.2052 -0.96 -0.59 1.15 0.237
H 2.5019 -0.5882 1.4672 -2.42 0.52 -0.57 0.303
C -0.3421 1.3198 -3.8548 5.34 0.61 5.73 -1.986
C -0.7541 2.2828 -2.7108 -0.03 -0.67 -0.60 0.263
C -2.1081 1.9218 -2.1748 2.15 -1.08 0.14 -1.398
O -2.1121 0.7138 -1.5018 1.66 -0.87 -2.63 -0.206
C -3.2681 0.2848 -0.8748 -1.04 1.87 0.14 -0.692
N 0.1709 2.1988 -1.6208 -0.49 1.66 2.86 -0.435
H -0.9991 1.3448 -4.4958 -7.06 0.85 -6.78 0.808
H -0.2511 0.2478 -3.7688 0.45 -0.32 1.35 0.297
H 0.5209 1.7118 -4.3318 1.13 0.16 -0.33 0.462
H -0.8621 3.3248 -3.1068 0.24 -0.79 -0.06 0.336
H -2.8061 2.1028 -2.8738 -2.65 -1.03 -3.68 0.844
H -2.4671 2.6778 -1.6288 -0.66 3.15 3.77 0.716
H -4.2421 0.2198 -1.4728 1.36 0.71 0.51 0.221
H -3.2111 1.0518 -0.0728 -1.82 -1.07 0.57 0.429
H -3.0371 -0.7052 -0.6148 0.06 -1.27 1.09 -0.063
H 0.2369 3.0458 -0.9708 -0.45 -1.59 -1.43 0.213
H 1.0889 1.9598 -1.8388 1.71 -0.33 -0.90 0.207
```
Positions in Å, forces in eV/Å.

Calculated values
Lowest unoccupied orbital energy: -1.99 eV
Gap between HOMO and LUMO: 10.43 eV
M: 286.437 u
Highest occupied orbital energy: -0.45613 Eh
Total charge: +1


A structure of composition C12H36NiO6, computed with ωB97M-V/def2-TZVPD.

```
55
Properties=species:S:1:pos:R:3:forces:R:3:mulliken_charge:R:1
Ni 0.2198 0.0196 -0.2213 0.48 -1.03 0.47 -2.823
C 1.6331 1.0162 3.3173 -0.35 1.39 0.24 -0.961
C 2.1373 1.4192 1.8926 -0.82 -0.62 2.65 -0.552
O 1.8408 0.2503 1.1234 -0.49 1.59 -1.73 1.430
H 0.6996 0.4543 3.3475 0.10 -0.32 -0.85 0.045
H 1.2903 1.9117 3.8357 0.60 0.30 0.44 0.382
H 2.3275 0.4548 3.9424 0.27 0.23 -0.24 0.407
H 3.1609 1.7931 1.9172 0.41 -0.94 -0.21 0.384
H 1.6352 2.3276 1.5599 -0.74 -0.50 -0.46 0.208
H 2.4418 -0.4692 1.3302 0.76 -0.77 0.00 -0.301
C -2.4009 0.4795 2.8215 -0.31 0.15 -0.28 -1.115
C -2.4990 0.7997 1.3322 -1.33 -1.68 1.04 -0.560
O -1.2175 1.0497 0.8645 1.17 1.12 -0.86 0.377
H -3.3368 0.0294 3.1527 -0.11 0.54 0.39 0.373
H -2.1434 1.4380 3.2721 -0.44 -0.09 0.70 0.415
H -1.6151 -0.2157 3.1171 0.03 -0.02 -0.60 0.139
H -3.1514 1.6590 1.1771 0.01 0.06 -0.08 0.332
H -2.9175 -0.0338 0.7681 0.10 -0.02 -0.08 0.242
H -0.9663 1.8388 1.3502 0.78 0.32 -0.13 0.111
C 2.8764 0.1411 -2.9228 0.41 0.00 -0.63 -1.061
C 1.6964 -0.8034 -2.8468 -0.09 1.07 -0.54 -0.300
O 1.5647 -1.0500 -1.4550 -1.12 -0.17 0.18 2.442
H 3.7638 -0.3347 -2.5055 0.00 -0.32 -0.26 0.344
H 2.7523 0.9921 -2.2532 -0.34 0.05 -0.32 0.035
H 3.0928 0.4544 -3.9442 0.06 0.17 0.01 0.422
H 1.7963 -1.7447 -3.3872 0.51 -0.04 0.05 0.476
H 0.7396 -0.4296 -3.2113 0.12 0.62 -0.06 0.100
H 2.0159 -1.8963 -1.4131 0.37 -1.11 1.58 -0.533
C -0.1323 3.8120 -1.9968 0.33 0.04 0.05 -1.225
C 0.3427 2.4207 -2.2961 -1.36 -0.78 -1.30 -0.397
O 0.7548 1.8246 -1.0884 0.30 -0.08 0.48 0.150
H -0.9679 3.8253 -1.2972 -0.22 -0.19 -0.27 0.253
H -0.3672 4.3595 -2.9096 0.08 0.16 0.20 0.391
H 0.6866 4.2642 -1.4372 0.10 0.68 -0.29 0.379
H 1.1506 2.3251 -3.0214 0.11 0.51 -0.04 0.325
H -0.4408 1.7696 -2.6837 -0.23 0.14 -0.04 0.228
H 1.4104 2.4663 -0.8057 0.62 -0.38 1.02 0.067
C -3.0109 -2.2077 -2.5125 2.08 0.21 0.69 -1.375
C -1.4815 -1.9024 -2.1386 -1.37 0.19 0.30 -0.237
O -1.4243 -0.6002 -1.4093 0.38 -1.10 -0.70 0.249
H -3.1433 -3.2887 -2.5567 0.06 0.07 -0.80 0.367
H -3.1442 -1.6310 -3.4278 -0.57 -0.62 -0.18 0.418
H -3.7652 -1.9123 -1.7832 0.38 0.40 0.30 0.334
H -0.8952 -1.8658 -3.0568 -0.18 0.46 -0.09 0.203
H -0.9302 -2.6229 -1.5343 -0.57 -0.02 0.39 0.185
H -2.2176 -0.1301 -1.6764 -0.07 0.44 0.06 0.118
C -0.0168 -2.5734 3.3048 -0.09 -0.38 0.26 -1.106
C 0.4060 -2.5578 1.8522 0.21 -1.30 0.93 -0.766
O -0.3566 -1.6300 1.1082 -0.03 0.72 -0.71 0.550
H -0.9119 -3.1538 3.5286 -0.41 0.16 -0.49 0.367
H -0.1828 -1.5553 3.6569 0.39 -0.18 0.33 0.126
H 0.7206 -3.1347 3.8785 0.37 0.50 0.19 0.371
H 0.2684 -3.5559 1.4363 0.13 -0.06 -0.22 0.362
H 1.4712 -2.3393 1.7772 -0.13 0.31 -0.28 0.101
H -1.2590 -1.9570 1.1279 -0.37 0.08 -0.22 0.101
```
Positions in Å, forces in eV/Å.

Calculated values
Lowest unoccupied orbital energy (alpha / beta): -2.41 / -2.81 eV
⟨S²⟩: 3.754
Gap between HOMO and LUMO (alpha / beta): 2.90 / 10.94 eV
M: 335.107 u
Highest occupied orbital energy (alpha / beta): -0.19504 / -0.50511 Eh
2S+1: 4
Total charge: +1